Below is C49H50N9O3PRbS4 as an isolated structure, with properties calculated with ωB97M-V/def2-TZVPD.

Summary:
**Total charge**: -1
**E**: -4574.00572 Eh
**E_LUMO**: 1.50 eV
**Highest occupied orbital energy**: -0.075 hartree
**Strongest force on any atom**: 0.6 eV/Å
**ΔE to the lowest compared entry with this formula, charge and spin**: 14.6 kcal/mol

Each line ends with the Mulliken charge.
Element x y z (Å)
Rb1 0.7089 0.4949 0.5934  1.25
N1 -1.1876 3.9811 4.0161  0.00
C1 -2.4640 3.6347 3.6120  0.11
C2 -3.7259 4.1437 3.9045  -1.21
C3 -4.7979 3.5322 3.2827  -0.78
C4 -4.6197 2.4587 2.3917  -0.70
C5 -3.3633 1.9616 2.1061  0.53
C6 -2.2752 2.5548 2.7445  -0.53
N2 -0.9239 2.2501 2.6452  0.34
C7 -0.3203 3.1212 3.3940  0.03
C8 1.1411 3.2238 3.5448  -0.22
C9 1.8098 4.1039 4.3291  -0.44
S1 3.4876 3.8929 4.1298  -0.21
C10 3.1842 2.6279 3.0005  -0.17
N3 1.9327 2.3870 2.7956  0.17
H1 -0.9335 4.7596 4.5961  0.22
H2 -3.8671 4.9837 4.5730  0.42
H3 -5.7981 3.8971 3.4782  0.41
H4 -5.4876 2.0239 1.9118  0.39
H5 -3.2104 1.1566 1.3944  0.91
H6 1.4230 4.8542 5.0013  0.33
H7 3.9915 2.0855 2.5248  0.35
O1 0.9916 4.6270 -4.1708  -0.73
C11 -0.2991 4.6829 -3.8137  0.57
C12 -1.1585 5.4752 -4.5821  -0.74
C13 -2.4965 5.5893 -4.2535  -0.22
C14 -3.0102 4.9163 -3.1468  -1.08
C15 -2.1602 4.1205 -2.3954  -0.27
C16 -0.8118 3.9761 -2.7089  0.12
C17 0.0242 3.0747 -1.8387  0.00
O2 -0.5373 2.3434 -0.9970  -0.17
N4 1.3378 3.1921 -2.0782  -0.66
N5 2.1028 2.3750 -1.2794  0.29
C18 3.3523 2.5435 -1.3661  -0.32
S2 4.4595 1.6249 -0.3440  0.14
C19 5.8359 1.8110 -1.4955  -0.69
C20 5.8245 3.2552 -1.9680  -0.58
S3 4.1355 3.6770 -2.4851  -0.22
H8 1.4398 4.0678 -3.4617  0.63
H9 -0.7408 5.9981 -5.4341  0.40
H10 -3.1426 6.2136 -4.8607  0.34
H11 -4.0546 5.0148 -2.8764  0.39
H12 -2.5172 3.5868 -1.5246  0.44
H13 5.6951 1.1198 -2.3264  0.13
H14 6.7555 1.5548 -0.9693  0.46
H15 6.4800 3.3992 -2.8278  0.40
H16 6.1346 3.9233 -1.1649  0.30
O3 3.1834 -0.6398 2.2225  -0.67
C21 2.9210 -1.7488 1.8433  0.41
C22 2.9534 -2.9913 1.3813  0.48
C23 3.1460 -4.1439 2.2868  -1.33
C24 3.2087 -5.4012 1.7877  -0.26
C25 3.0918 -5.6957 0.3955  -1.24
C26 2.8686 -4.6332 -0.4653  -0.40
C27 2.7208 -3.3110 -0.0578  0.60
P1 2.5423 -1.9083 -1.1559  0.49
C28 4.1430 -2.0440 -2.0876  0.57
C29 5.2934 -1.6582 -1.3940  -1.15
C30 6.5572 -1.8367 -1.9373  -0.56
C31 6.7016 -2.3993 -3.2004  -0.55
C32 5.5683 -2.7867 -3.9006  -0.63
C33 4.3023 -2.6139 -3.3488  -0.19
C34 1.3426 -2.3537 -2.4762  0.75
C35 1.1968 -1.4311 -3.5192  -0.87
C36 0.2966 -1.6516 -4.5491  -0.69
C37 -0.4918 -2.7983 -4.5465  -0.54
C38 -0.3798 -3.7015 -3.5019  -0.46
C39 0.5266 -3.4787 -2.4695  -0.57
H17 3.2598 -3.9607 3.3492  0.42
H18 3.3706 -6.2184 2.4853  0.33
H19 3.1764 -6.7087 0.0276  0.41
H20 2.8031 -4.8420 -1.5295  0.44
H21 5.1876 -1.2372 -0.4008  0.53
H22 7.4345 -1.5413 -1.3715  0.42
H23 7.6867 -2.5436 -3.6283  0.36
H24 5.6660 -3.2328 -4.8836  0.40
H25 3.4314 -2.9260 -3.9135  0.30
H26 1.7960 -0.5249 -3.5139  0.47
H27 0.1977 -0.9228 -5.3445  0.40
H28 -1.2061 -2.9702 -5.3431  0.34
H29 -1.0118 -4.5816 -3.4772  0.37
H30 0.5855 -4.1744 -1.6436  0.31
C40 -5.6266 -0.0858 -0.9838  -1.15
N6 -4.1737 -0.1690 -0.9293  0.62
C41 -3.4818 0.8597 -1.6984  -1.15
C42 -3.5110 -1.3052 -0.5902  -0.81
S4 -1.9734 -1.6406 -1.1288  0.55
N7 -4.2228 -2.1688 0.2374  0.21
C43 -4.6891 -1.6201 1.5132  -0.30
C44 -3.6811 -3.5068 0.4195  -1.26
H31 -5.9361 0.0907 -2.0178  0.41
H32 -5.9990 0.7446 -0.3762  0.26
H33 -6.0793 -1.0107 -0.6453  0.42
H34 -4.1612 1.7048 -1.8047  0.51
H35 -3.2042 0.4912 -2.6890  0.31
H36 -2.5687 1.1922 -1.2086  0.15
H37 -4.9819 -0.5797 1.4152  0.02
H38 -3.8973 -1.6869 2.2665  -0.09
H39 -5.5513 -2.1910 1.8668  0.37
H40 -3.4177 -3.9387 -0.5428  0.45
H41 -4.4544 -4.1136 0.8942  0.28
H42 -2.7861 -3.5028 1.0486  0.43
C45 -3.4412 -1.0257 5.4279  -1.47
C46 -2.4721 -1.5579 4.4223  0.50
C47 -2.0413 -2.8309 4.1316  -1.13
C48 -1.1222 -2.6897 3.0565  0.20
N8 -1.0113 -1.4186 2.7106  0.29
N9 -1.8392 -0.7537 3.5436  0.22
C49 -0.3495 -3.7461 2.3338  -0.90
H43 -3.9914 -1.8460 5.8853  0.36
H44 -4.1605 -0.3479 4.9613  0.31
H45 -2.9349 -0.4740 6.2232  0.33
H46 -2.3396 -3.7425 4.6269  0.40
H47 -1.8846 0.2514 3.4784  0.14
H48 -0.9443 -4.6550 2.2240  0.39
H49 0.5664 -4.0097 2.8631  0.36
H50 -0.0530 -3.3970 1.3448  -0.01

Cartesian forces (eV/Å) of the 6 atoms listed first:
-0.1 -0.2 0.2
-0.1 0.1 0.1
0.1 0.1 0.1
0.1 0.0 0.0
0.0 -0.1 -0.1
0.0 0.1 0.1